(1)
Below is a molecular structure, C11H28BCl4FNO5PSi2, with properties calculated with ωB97M-V/def2-TZVPD.

The value obtained for the HOMO energy is -8.18 eV. The lowest unoccupied orbital energy comes out at 0.3 eV.

XYZ file:
```
54
Properties=species:S:1:pos:R:3:forces:R:3
Cl -2.74651 -4.50981 -1.07294 -0.02 -0.04 -0.04
Cl -1.26124 -5.16812 1.92958 0.03 0.04 -0.03
Cl -4.30784 -0.60310 -4.27208 0.03 -0.03 0.03
Cl -2.88593 0.15203 -1.26239 -0.25 -0.21 0.08
P -0.00908 2.11349 -1.84778 -1.80 1.58 1.31
Si 2.02345 1.27960 -1.56916 3.27 -1.59 -0.57
Si 2.10653 1.31771 1.32648 0.66 -0.73 -0.11
F 1.47433 4.54865 0.98061 2.54 -1.50 0.34
O 3.66700 5.04641 0.65363 -3.56 -3.08 1.15
O 2.14300 -1.31120 -2.46140 -1.49 0.53 -1.09
O 3.46450 -0.96920 2.55296 -2.54 0.53 0.10
O 2.24187 0.36739 -0.12352 -0.64 3.28 -0.86
O 3.26569 2.48968 -1.79464 -2.55 -0.28 0.18
N -0.61517 2.87119 -0.56554 -0.26 -0.99 -0.69
C 0.78036 -1.78751 -2.47181 -1.01 -2.11 0.77
C 1.67058 0.11188 4.24402 0.15 0.02 0.30
C 2.83949 4.18121 0.99782 3.48 2.75 -1.02
C 0.13124 -1.90289 -0.98506 0.23 1.85 -0.59
C 2.27280 0.01855 -3.03455 0.01 0.37 0.00
C -3.50231 -5.25752 0.35567 -0.15 -0.07 0.18
C 3.38223 2.74434 1.48208 -0.64 1.21 0.48
C -3.88092 1.22552 -2.27795 -0.23 0.21 -0.07
C -4.96909 0.46940 -3.01318 -0.09 0.12 0.09
C -2.95559 -4.69392 1.65215 -0.22 0.03 0.01
C 1.46677 1.62235 4.80617 -0.58 -0.82 0.20
B 2.45074 0.06261 2.82039 1.10 -1.88 0.89
H -3.35339 -6.33662 0.29224 0.09 0.16 0.01
H 0.10563 3.08523 -2.92741 0.14 -0.98 -0.03
H -4.57365 -5.05749 0.28810 0.12 0.05 0.05
H -4.32919 1.96528 -1.61161 0.01 -0.11 -0.05
H -0.23679 -0.83345 -0.73985 0.47 -1.64 -0.04
H -0.78224 -2.58108 -0.95254 1.44 0.72 -0.09
H 4.40939 2.51805 1.02351 -1.71 0.69 0.38
H -5.63462 1.17425 -3.51536 0.13 0.00 0.05
H 2.85955 3.31522 -2.16109 0.73 -0.81 0.54
H -3.53356 -5.07758 2.49527 0.04 -0.03 -0.12
H 3.58316 2.87463 2.61599 -0.47 -0.14 -1.68
H -3.00976 -3.60408 1.67046 0.07 -0.14 -0.09
H 0.78263 -2.86901 -2.88312 0.22 1.70 0.44
H 3.30000 0.10487 -3.52029 -1.26 -0.11 0.74
H -3.21779 1.74879 -2.96956 -0.04 -0.14 0.05
H 0.75430 1.82366 1.54682 -0.20 0.28 -0.35
H 1.49332 0.24169 -3.86047 1.11 -0.58 1.06
H 0.93462 -2.13941 -0.21416 -1.13 -0.02 -1.12
H 2.26572 -0.51029 5.00628 -0.89 0.88 -0.99
H -1.48144 2.37183 -0.31647 0.43 0.42 0.13
H -0.86880 1.01967 -2.25328 0.94 0.54 -0.49
H 2.96140 -1.80458 2.37304 0.91 0.73 0.42
H 0.63826 -0.40236 4.14124 1.48 0.83 0.10
H -5.56767 -0.13689 -2.33137 0.17 0.03 -0.06
H 1.00084 1.50691 5.85104 0.79 0.49 -1.51
H 2.46547 2.17372 4.88706 -1.47 -0.72 -0.10
H 0.06841 -1.19783 -3.14038 1.12 -0.48 0.78
H 0.71927 2.20816 4.15632 1.29 -0.80 0.92
```
Forces are in eV/Å.

=====

(2)
Below is 8 unconnected molecules or ions with the total composition C52H72N8O3SSi, with properties calculated with ωB97M-V/def2-TZVPD.

The value obtained for the HOMO energy is -8.11 eV. The lowest unoccupied orbital energy comes out at 0.4 eV.

XYZ file:
```
137
Properties=species:S:1:pos:R:3:forces:R:3
S -4.72867 1.78928 2.13927 -0.09 -0.31 -0.15
Si -3.22328 -0.40022 0.51851 -0.71 0.10 -0.26
O 0.34249 4.98653 0.21748 -0.47 -0.09 -0.34
O -3.42737 1.16772 -3.30995 0.14 -0.16 0.16
O -0.64570 4.59597 -1.79390 0.00 0.94 2.05
N 10.55025 -4.13820 -0.98715 0.00 -0.05 -0.04
N 3.12539 0.84207 -0.26843 0.06 -0.12 -0.03
N 6.62593 -2.89396 0.07977 0.06 0.03 0.04
N -7.98930 -1.40592 -4.99013 0.04 0.04 0.03
N -4.35007 -1.43306 1.35405 1.01 0.14 -0.05
N -1.65901 -0.75882 6.12433 0.09 0.03 0.05
N 12.34909 -5.21489 -7.26799 0.02 0.04 0.02
N -10.37327 5.71078 2.56377 -0.01 -0.01 -0.05
C 4.14241 -0.38818 -2.05651 -0.02 0.06 -0.05
C 14.03003 -4.16402 -8.61311 -0.02 0.02 0.01
C -11.57427 5.26253 2.20553 0.01 -0.01 0.08
C 3.10288 -0.13307 -1.17564 -0.07 0.01 0.06
C 4.21258 1.60913 -0.22499 -0.06 0.03 0.07
C -0.09779 -0.94862 8.42181 0.02 0.00 0.03
C -0.68611 5.11779 -0.68609 0.35 -0.74 -1.61
C -7.12880 0.74442 -3.44582 -0.01 0.03 0.04
C 9.65447 -3.99150 -1.96173 -0.02 0.07 0.04
C 7.04500 -0.98840 1.47122 0.02 -0.02 0.00
C -7.20618 2.62240 2.82618 0.44 -0.22 -0.14
C -3.94757 1.37594 0.54112 0.25 -0.19 0.56
C -0.34317 -0.94654 6.05461 -0.02 0.01 -0.09
C 5.26682 0.41766 -1.99255 0.01 0.09 -0.21
C -9.62439 6.26865 1.61528 0.06 -0.01 0.08
C 0.03858 4.00424 1.24508 0.35 0.22 -0.39
C -3.11830 -1.01852 -1.26427 0.58 0.24 0.48
C -0.57564 0.71268 0.70927 -0.01 -0.21 0.88
C 9.81660 -4.51070 -3.23778 0.06 0.00 0.02
C 11.91716 -5.37778 -2.51734 -0.02 0.02 0.01
C -2.03954 -0.40144 -2.16449 -0.58 -0.49 -0.32
C 12.43080 -2.82660 -7.45664 0.02 -0.01 -0.02
C 8.36270 -2.95885 1.73065 -0.02 0.03 0.04
C -6.69422 -1.16118 -4.79719 -0.04 -0.04 -0.04
C -2.19758 -0.66574 7.33750 -0.07 0.01 -0.06
C -1.46593 -0.75196 8.51245 0.02 -0.01 -0.01
C -4.00635 -1.65492 3.82434 0.17 -0.49 0.09
C 0.47922 -1.04925 7.16649 -0.02 0.00 0.02
C 13.52973 -2.91182 -8.29531 0.03 0.03 -0.02
C 13.40526 -5.27923 -8.07564 -0.01 -0.08 0.01
C -8.85621 -0.57773 -4.41228 -0.04 -0.05 -0.04
C 11.88213 -4.00416 -6.97317 -0.07 -0.06 0.05
C -11.28012 5.93020 -0.06029 -0.02 0.00 -0.05
C 0.86565 2.74505 1.05067 -0.45 0.00 0.73
C -2.24933 1.04832 -2.51008 0.31 0.26 -0.12
C -8.48124 0.50760 -3.63518 0.03 0.01 0.01
C 11.65650 -4.82194 -1.27416 0.00 0.03 0.07
C -1.54616 -0.29374 1.36410 -0.19 0.18 -0.33
C 7.61380 -3.52607 0.71139 -0.09 -0.05 -0.05
C -12.07264 5.34612 0.91392 0.02 0.01 -0.01
C -6.25841 2.61973 1.62877 -0.05 0.18 0.48
C 10.97420 -5.21778 -3.51917 0.00 -0.06 -0.12
C 8.06976 -1.66205 2.11713 0.02 0.02 0.02
C 0.14903 1.56715 1.74739 0.30 0.36 -0.68
C -10.02765 6.40313 0.29532 -0.01 -0.01 0.01
C -6.04864 -2.99044 4.56664 0.00 0.16 -0.23
C -5.45222 -1.60623 4.30076 -0.34 -0.25 -0.02
C -1.81676 5.99184 -0.20930 -0.04 -0.35 -0.11
C -3.83828 -2.28132 2.44209 -1.16 0.02 0.07
C 5.30468 1.44306 -1.06298 -0.02 -0.01 -0.01
C -6.20886 -0.10557 -4.03741 0.07 -0.04 -0.01
C 6.35581 -1.64643 0.46445 -0.03 -0.10 0.02
H -6.73664 2.09705 0.80500 0.19 -0.08 -0.22
H -3.27177 -0.51492 7.36345 0.00 0.00 0.04
H 0.87149 0.97089 2.29801 -0.07 -0.14 0.18
H 8.63284 -1.18253 2.90776 0.00 0.00 0.00
H -7.02382 -2.90913 5.04099 -0.07 0.01 0.12
H 11.02194 -3.98430 -6.31288 -0.01 0.09 0.00
H 12.36747 -4.92654 -0.46169 0.03 -0.02 -0.03
H -6.09895 -1.11496 3.57089 0.05 0.26 -0.04
H 0.06845 -1.01755 5.05305 0.04 -0.01 0.02
H -1.08676 1.41337 0.05082 -0.02 -0.10 -0.32
H 1.83535 2.89320 1.51628 0.27 0.07 -0.29
H -1.95772 -0.66721 9.47165 -0.02 0.00 0.00
H -3.46751 -2.28944 4.53190 0.18 0.10 0.11
H -8.15870 3.07580 2.57140 -0.10 0.14 0.06
H -4.42066 -3.20447 2.43422 0.13 -0.25 -0.02
H 6.78370 0.02660 1.73892 -0.02 0.00 -0.01
H -4.10716 -0.94895 -1.71440 -0.12 0.07 -0.08
H 2.20385 -0.74038 -1.19140 0.02 -0.03 -0.03
H 6.16156 2.09789 -0.98450 0.00 0.01 0.02
H 13.98931 -2.01692 -8.69457 0.00 0.00 0.00
H -6.79412 1.58063 -2.84348 0.01 0.00 0.00
H -6.01134 -1.85152 -5.28039 0.04 0.02 0.02
H -2.09796 5.73376 0.80823 0.00 -0.02 0.12
H -1.50633 7.03268 -0.20496 0.13 0.10 -0.05
H 9.15631 -3.52033 2.20229 0.02 -0.02 -0.04
H 5.54773 -1.16069 -0.06491 0.01 0.02 0.12
H -2.34799 1.69265 -1.63531 0.00 -0.07 0.18
H -9.90406 -0.80008 -4.58339 -0.01 0.04 0.02
H 11.14019 -5.63942 -4.50339 0.02 -0.02 0.01
H -3.11143 2.06319 0.42414 -0.08 0.22 -0.35
H -3.54243 -0.67300 3.86072 0.03 0.14 -0.01
H 14.88652 -4.27645 -9.26324 0.00 -0.02 0.00
H 0.26679 4.47826 2.19615 -0.14 0.01 0.16
H 12.00726 -1.87066 -7.18153 -0.01 0.00 0.01
H -1.08623 -1.27768 1.43293 0.08 -0.09 0.11
H 13.76430 -6.27728 -8.30095 0.04 0.02 -0.02
H -5.18915 -0.94765 1.63238 -0.14 0.00 0.11
H -2.90865 -2.08568 -1.15901 -0.06 -0.14 -0.03
H -12.16346 4.81435 2.99794 -0.03 -0.01 -0.03
H -5.14336 0.05177 -3.90687 -0.18 -0.06 -0.05
H -13.05620 4.96261 0.68045 -0.01 0.00 0.02
H -8.65054 6.62228 1.93634 0.01 0.03 -0.05
H -9.23132 1.14803 -3.19085 -0.02 -0.01 0.00
H 4.20121 2.39771 0.52033 0.03 0.02 -0.02
H 7.81481 -4.53658 0.37496 0.06 -0.01 0.05
H -1.02597 3.77034 1.20397 -0.13 -0.04 0.07
H 12.83482 -5.92151 -2.69421 0.01 0.00 0.01
H 9.05268 -4.36368 -3.98927 -0.02 0.01 0.01
H -0.58283 1.98780 2.43859 -0.03 -0.19 0.31
H -2.80993 -2.57854 2.26319 0.19 0.16 -0.11
H -6.20564 -3.52485 3.63262 0.04 -0.17 -0.06
H -6.00915 3.63891 1.34629 -0.12 0.10 -0.27
H -5.39828 -3.59091 5.19936 0.05 -0.07 0.10
H -1.74781 0.04754 2.38175 -0.06 -0.16 0.19
H -3.50052 2.08999 -3.55212 -0.12 0.27 -0.16
H -1.04713 -0.56625 -1.75269 0.12 0.19 0.18
H -7.36399 1.59312 3.14147 -0.19 -0.07 0.07
H 1.54294 -1.20394 7.04920 0.00 0.00 -0.02
H 6.10146 0.24998 -2.66105 0.01 -0.01 0.01
H -11.63259 6.01519 -1.08017 0.00 0.00 0.00
H 0.18562 0.16616 0.15912 0.00 0.14 -0.40
H -1.38062 1.41151 -3.06522 0.03 0.05 -0.08
H 0.97667 2.55824 -0.01105 0.20 -0.06 -0.11
H 4.07314 -1.19940 -2.76756 -0.01 -0.02 0.01
H -9.37585 6.86608 -0.43270 0.02 0.01 0.01
H 8.76415 -3.42978 -1.70102 -0.03 -0.01 -0.06
H -5.52974 -1.02719 5.22005 0.13 0.20 0.03
H 0.50904 -1.02248 9.31509 0.00 0.00 0.00
H -4.67742 1.52921 -0.24854 0.00 0.02 -0.18
H -2.66680 5.85984 -0.86822 -0.10 0.09 -0.07
H -2.04922 -0.94229 -3.11499 0.09 0.00 -0.11
H -6.74378 3.14538 3.65995 -0.14 0.16 0.12
```
Forces are in eV/Å.

=====

(3)
Below is a molecular structure, C29H23Br2Cl3F6LaN8O7PS5SbSi, with properties calculated with ωB97M-V/def2-TZVPD.

As for the multiplicity: 2. The value obtained for the HOMO energy (spin up / spin down) is -3.62 / -3.47 eV. As for the expectation value of S²: 0.76. The charge is -2. The lowest unoccupied orbital energy (spin up / spin down) comes out at 3.0 / 2.9 eV. The value obtained for the energy relative to the best compared isomer or geometry (same formula, charge and spin) is 16.1 kcal per mole.

XYZ file:
```
87
Properties=species:S:1:pos:R:3:forces:R:3
La -2.43488 -1.12648 1.84415 -0.17 -0.26 -0.99
Sb -3.39018 -2.96620 4.63398 -0.39 -0.59 0.26
Br 5.26597 -2.93759 2.83607 0.03 -0.01 0.00
Br 1.00880 -4.63016 -3.47366 0.01 0.01 0.02
Cl 0.80706 1.96802 3.59954 -0.21 -0.07 -0.24
Cl -2.42927 2.75686 3.78684 0.21 -0.30 -0.14
Cl -1.04832 0.41682 5.64236 -0.08 -0.13 -0.07
S -4.30267 -0.96484 3.95050 0.07 0.26 0.04
S -1.01942 1.62576 -2.77111 0.08 0.00 -0.33
S -1.52193 -3.35913 3.33993 0.26 -0.13 0.08
S -3.15939 -3.31883 6.85416 0.01 -0.11 0.44
S -4.91397 -4.74008 4.52756 0.09 0.11 0.10
P -3.95803 -3.24967 -0.38407 -0.32 -0.23 -0.19
Si -1.14845 1.01745 3.58529 0.22 0.99 1.01
F -4.24715 -4.79964 -0.18740 0.04 0.10 0.01
F -2.42083 -3.42591 0.13232 0.44 -0.20 -0.03
F -4.34444 -2.93552 1.17312 -0.11 0.01 0.06
F -3.58360 -1.63079 -0.52264 -0.02 0.08 -0.19
F -3.48987 -3.47355 -1.90517 0.07 0.06 0.06
F -5.44902 -2.94362 -0.83986 0.01 0.02 -0.01
O -6.83959 4.65645 -2.20143 0.02 0.06 -0.04
O -0.95128 4.43597 -0.64863 0.15 0.12 -0.04
O -5.03814 5.80003 -2.50430 -0.07 0.01 -0.01
O -5.07244 -0.18089 1.11070 0.05 0.09 0.07
O -6.83435 0.85510 0.49115 -0.13 -0.04 -0.02
O -2.69198 0.94110 0.56740 0.09 0.17 0.04
O -0.85663 2.87058 0.81490 0.19 -0.05 0.10
N 0.84777 -1.63719 2.25675 -0.12 0.13 -0.08
N -5.64455 4.84444 -2.05050 0.17 -0.26 0.19
N -5.62605 0.75220 0.56497 0.35 0.25 -0.18
N 0.50296 0.42138 -4.59119 -0.21 0.11 -0.17
N -1.43116 3.49608 -0.04680 -0.67 -0.29 -0.20
N 1.45242 0.76075 -2.51930 -0.06 0.13 0.33
N 1.62407 1.29712 0.39504 0.00 -0.12 -0.27
N -0.20117 -1.50125 -0.25722 -0.20 0.07 -0.09
C 5.09012 -1.26152 -3.03010 -0.01 0.00 0.00
C 0.80349 -2.35196 -0.03857 0.09 0.02 0.24
C 1.18532 -3.31551 -0.96047 0.02 0.00 -0.09
C 2.76065 -1.87579 3.66605 -0.06 0.03 0.09
C -5.54482 2.77441 -0.73313 0.16 -0.05 0.11
C -4.88964 3.85941 -1.27830 -0.17 0.36 -0.27
C 3.91650 0.85377 1.07934 0.03 0.04 0.03
C 0.51184 -3.35157 -2.16738 -0.03 -0.08 0.05
C 3.45099 -2.44517 2.61842 0.01 -0.01 -0.06
C 5.03933 -0.02858 -2.39270 -0.03 0.02 0.01
C 3.83535 0.64582 -2.26723 0.12 -0.08 0.03
C -0.50171 -2.45954 -2.43351 -0.04 0.01 0.02
C -3.38501 1.88223 0.12054 -0.08 -0.12 -0.07
C 4.30018 3.55612 1.52339 0.04 0.02 0.02
C 3.92260 -1.82265 -3.52967 0.02 0.00 0.00
C -0.82389 -1.55477 -1.43268 0.01 0.08 0.03
C 5.14912 1.32153 1.51068 0.02 -0.04 -0.02
C 3.06318 3.09835 1.10516 0.03 -0.06 -0.03
C -4.81808 1.84113 -0.03286 -0.41 -0.39 0.14
C 1.52486 -2.20728 1.26517 -0.12 -0.11 -0.22
C 2.85702 1.73523 0.87552 0.01 0.11 0.08
C 0.38749 0.91016 -3.32957 0.09 -0.10 0.27
C 5.35783 2.67604 1.73100 -0.09 -0.02 -0.02
C 1.44528 -1.49322 3.43541 -0.07 -0.03 -0.08
C -2.83463 3.12453 -0.35291 0.65 0.42 0.13
C -3.53660 4.05947 -1.06455 -0.06 -0.09 0.08
C 2.84205 -2.63338 1.39187 0.04 0.01 0.12
C 2.70891 -1.16509 -3.38861 0.05 -0.11 -0.08
C 2.66688 0.07415 -2.75870 -0.27 0.19 -0.02
H -1.61897 -0.84054 -1.59190 -0.01 -0.01 0.02
H 0.86035 1.91993 0.62730 -0.10 0.06 0.07
H 1.79430 -1.62950 -3.73601 0.10 0.06 0.02
H 3.21539 -1.71988 4.63295 0.01 0.00 0.00
H 2.23443 3.78305 0.97106 -0.01 0.01 0.00
H 0.84381 -1.06538 4.22915 0.05 0.01 0.02
H 6.03142 -1.78707 -3.12659 0.00 0.00 0.00
H 1.34516 1.15691 -1.57165 0.14 -0.15 -0.20
H 4.43435 4.61594 1.70525 0.01 -0.01 0.00
H -6.60990 2.64964 -0.84093 0.00 0.02 -0.01
H 1.97057 -4.02292 -0.74119 -0.01 0.00 -0.02
H 3.94290 -2.79371 -4.00857 0.00 0.00 0.00
H 3.38665 -3.05325 0.55903 0.00 0.00 0.01
H -3.03399 4.93911 -1.43296 -0.01 0.01 -0.01
H -1.05791 -2.46895 -3.35841 0.01 -0.01 -0.02
H -0.23163 0.71384 -5.21204 0.01 -0.04 -0.04
H 3.77118 -0.20247 0.89415 -0.01 -0.04 0.00
H 6.31939 3.03827 2.07091 0.00 0.00 0.00
H 1.41422 0.25092 -4.98602 0.01 0.01 0.04
H 5.93671 0.41435 -1.98043 0.02 -0.01 0.00
H 3.78554 1.60034 -1.76043 0.01 0.01 0.01
H 1.37000 0.34957 0.64617 0.06 0.05 0.12
H 5.95117 0.61072 1.67609 0.00 0.01 0.00
```
Forces are in eV/Å.

=====

Let's list energy in order: -102117.10642, -91867.84522, -329410.15905 eV.